[1]
C15H28Br10ClNO | ωB97M-V/def2-TZVPD

LUMO level, eV: 0.31
Kohn-Sham gap, eV: 10.0

Positions of all 56 atoms, in Å:
C 1.5980 1.9649 -2.1998
C 0.1728 2.2692 -2.8530
C -0.4713 3.7178 -2.4696
N -1.9550 3.4129 -2.3410
C -1.9656 2.0837 -1.6419
O -2.6264 1.8364 -0.6279
C -1.0069 1.1838 -2.5523
Cl -0.4794 -0.4632 -1.9625
H 1.5566 1.2997 -1.2753
H 2.0570 2.9934 -1.9344
H 2.2802 1.4349 -2.9498
H 0.1792 2.3292 -3.9887
H -0.0462 4.0586 -1.4666
H -0.4401 4.4969 -3.3118
H -2.1895 3.0841 -3.2978
H -1.5535 1.0535 -3.5531
Br 1.4722 2.0305 1.0303
C 0.6611 0.5034 1.9311
C 1.5210 0.0227 3.0738
Br 3.0522 -0.9974 2.4268
H 0.4861 -0.2578 1.1711
H -0.2990 0.8696 2.2998
H 0.9667 -0.6714 3.7074
H 1.9149 0.8313 3.6883
Br -1.5167 1.4315 4.8386
C -2.3288 -0.0951 5.7378
C -1.4704 -0.5787 6.8785
Br 0.0614 -1.6003 6.2318
H -2.5039 -0.8531 4.9795
H -3.2883 0.2713 6.1072
H -2.0263 -1.2729 7.5115
H -1.0758 0.2295 7.4932
Br 4.2277 2.5759 -6.1802
C 5.7480 3.1123 -5.0848
C 5.4824 2.8641 -3.6214
Br 4.2936 4.2180 -2.8786
H 5.9531 4.1571 -5.3147
H 6.5796 2.4979 -5.4332
H 6.4041 2.9487 -3.0439
H 5.0235 1.8958 -3.4241
Br -2.2299 -3.1924 4.0376
C -3.7391 -4.2607 4.6536
C -4.1669 -3.8523 6.0410
Br -2.9452 -4.5458 7.3924
H -3.4387 -5.3054 4.5839
H -4.5366 -4.0678 3.9344
H -5.1374 -4.2857 6.2868
H -4.2115 -2.7723 6.1779
Br -1.8001 -4.2400 -6.5511
C -0.4822 -4.2990 -5.1163
C -0.4829 -3.0192 -4.3187
Br 0.4249 -1.5864 -5.2786
H 0.4799 -4.5194 -5.5771
H -0.7820 -5.1409 -4.4905
H 0.0823 -3.1427 -3.3937
H -1.4831 -2.6586 -4.0818

Cartesian forces (eV/Å) of the 6 atoms listed first:
C 0.0 0.3 -0.7
C 0.0 0.1 -0.8
C -0.4 -1.1 0.1
N 0.7 -1.5 0.5
C -1.6 -0.4 1.5
O 2.4 0.5 -3.3

=====

[2]
C15H28ClI2N3O4P | ωB97M-V/def2-TZVPD

Total charge: +1
LUMO level, eV: -5.26
Kohn-Sham gap, eV: 6.2

Positions of all 54 atoms, in Å:
C 1.9287 -3.1931 -0.4281
C 3.1295 -2.1321 -0.5877
O 3.4142 -1.7669 -1.7554
N 3.8476 -1.6858 0.6237
C 3.0044 -1.9422 1.8667
C 4.0594 -0.2294 0.6320
N 3.2873 0.6535 -0.1387
N 3.5625 1.9353 -0.0543
I 2.3635 3.1092 -1.3167
C 4.4877 2.6901 0.7027
C 5.4500 1.8598 1.6368
P 6.7493 2.6975 2.7275
O 6.9438 1.8845 4.2128
Cl 5.8000 4.5377 3.2781
C 5.1847 0.3340 1.5312
I 6.4043 -1.0635 2.6704
H 2.2496 -4.1183 0.1825
H 1.0261 -2.7600 0.1287
H 1.5306 -3.5314 -1.4532
H 1.9447 -1.5055 1.7423
H 3.4465 -1.4378 2.7925
H 2.9821 -3.0646 2.1053
H 4.5592 3.8350 0.6620
H 6.1158 1.4111 4.4524
C 0.1661 -0.3931 -3.3697
C -0.3969 -1.8024 -3.4404
O -1.0148 -2.2275 -2.2325
C -2.1218 -1.4545 -1.7837
C -3.2706 -1.4104 -2.7755
H 0.8932 -0.3138 -2.5547
H 0.6602 -0.1322 -4.3091
H -0.6132 0.3490 -3.1857
H 0.4230 -2.4990 -3.6319
H -1.0921 -1.9069 -4.2788
H -1.7929 -0.4445 -1.5151
H -2.4731 -1.9196 -0.8584
H -2.9788 -0.9471 -3.7201
H -4.1049 -0.8372 -2.3641
H -3.6186 -2.4219 -3.0014
C -6.6569 1.2883 1.2760
C -5.4487 0.4550 1.6693
O -4.4742 0.3453 0.6391
C -3.8980 1.5630 0.1837
C -3.1785 2.3375 1.2747
H -7.1347 0.8712 0.3843
H -7.3865 1.3082 2.0894
H -6.3843 2.3201 1.0477
H -5.7805 -0.5617 1.8920
H -4.9889 0.8371 2.5862
H -4.6589 2.1817 -0.3033
H -3.1760 1.2946 -0.5935
H -3.8545 2.6386 2.0768
H -2.7240 3.2415 0.8619
H -2.3920 1.7236 1.7232

Cartesian forces (eV/Å) of the 6 atoms listed first:
C 0.0 -0.3 0.5
C -0.9 -0.7 -3.9
O -0.3 -0.7 4.7
N -2.1 2.6 -0.2
C -0.6 -0.4 1.3
C 1.8 2.1 0.2

=====

[3]
C15H28IOP2Sm | ωB97M-V/def2-TZVPD

Total charge: +2
LUMO level (spin up / spin down), eV: -7.78 / -7.64
Multiplicity: 6
Kohn-Sham gap (spin up / spin down), eV: 5.7 / 5.9

Positions of all 48 atoms, in Å:
C 0.1233 -0.0402 -4.7603
I -0.7997 -0.9162 -2.8019
H 1.2063 0.1238 -4.6657
H -0.4150 0.8833 -4.9785
H -0.1391 -0.8236 -5.4831
Sm 0.1576 0.0322 -0.2228
P 0.1405 2.8917 -0.2186
C -1.4276 3.7453 -0.5970
C 0.7268 3.8626 1.2312
H 0.6855 4.9480 1.0359
H 1.1758 4.5588 -1.6910
H 1.7593 3.5769 1.4865
H 2.2112 3.1082 -1.4830
H -2.1579 3.5597 0.1997
H 0.0912 3.6310 2.1005
C 1.1806 3.4627 -1.6164
H -1.2551 4.8282 -0.6871
H 0.7900 3.0384 -2.5523
H -1.8416 3.3652 -1.5388
P 0.1725 -2.8055 0.2412
C -1.3668 -3.7799 0.0558
C 1.1889 -3.6013 -1.0554
H 1.7862 -3.0461 2.0451
H 0.8421 -4.5671 1.8211
H 0.1271 -3.1391 2.6557
C 0.7903 -3.4656 1.8387
H 2.2128 -3.2133 -1.0140
H 1.2064 -4.6905 -0.9217
H -1.1383 -4.8557 0.1152
H -1.8408 -3.5657 -0.9093
H 0.7780 -3.3635 -2.0443
H -2.0705 -3.5181 0.8566
C -2.4158 0.4124 -0.2271
O -3.5707 0.3830 -0.1970
C -0.9081 0.0886 1.9905
C -0.1200 -0.2642 3.2039
C -0.6371 -1.2085 4.1226
C 0.0159 -1.5359 5.3021
C 1.2504 -0.9182 5.5968
C 1.8393 -0.0587 4.6551
C 1.1680 0.2463 3.4625
H -1.8452 -0.4732 2.0195
H -1.1224 1.1697 1.9304
H -1.5893 -1.6971 3.8984
H -0.4455 -2.1856 6.0547
H 1.7885 -1.1584 6.5213
H 2.7924 0.4331 4.9020
H 1.6570 0.8760 2.7086

Cartesian forces (eV/Å) of the 6 atoms listed first:
C -0.2 -0.3 0.1
I 0.1 0.2 -2.9
H -0.5 -0.3 0.4
H -0.1 -0.2 0.4
H 0.2 0.2 0.5
Sm 0.9 0.3 2.2

=====

[4]
C15H28N2 | ωB97M-V/def2-TZVPD

LUMO level, eV: 0.77
Kohn-Sham gap, eV: 9.2
Relative energy (zero: lowest compared OMol25 entry of this formula, charge and spin), kJ/mol: 138.4

Positions of all 45 atoms, in Å:
N -0.2270 -1.5337 -1.8329
N 0.5281 1.4574 1.3279
C -0.3591 -2.7966 -1.4917
C 1.4211 1.1614 2.2839
C -0.1827 -3.2537 -0.0706
C 2.8173 1.4640 2.2027
C -1.8818 -4.4776 -2.4615
C -0.5368 0.8126 3.9650
C 0.1667 3.5454 -1.6296
C -0.4958 -3.7604 -2.5209
C 0.9130 1.0048 3.6727
C -1.4066 0.6557 -1.5735
C 1.0295 0.4639 -0.8251
C -1.6295 1.8949 -0.8141
C -0.3532 -0.3334 -0.9770
C 0.8999 1.7366 -0.0646
C -0.2710 2.6535 -0.5178
H -1.1696 -3.6672 0.3058
H 0.1246 -2.4239 0.5975
H 0.6661 -4.0316 -0.0668
H 2.9726 2.4882 2.5612
H 3.5072 0.8102 2.8350
H 3.2564 1.4511 1.2025
H -2.0447 -4.9522 -3.4528
H -2.0360 -5.2736 -1.6250
H -2.5675 -3.7167 -2.3037
H -1.1032 1.7962 4.0774
H -0.7643 0.4033 4.9965
H -0.9880 0.2078 3.1823
H -0.3673 4.5151 -1.7423
H 1.2545 3.8333 -1.4228
H 0.2083 2.9470 -2.5111
H 0.3607 -4.4052 -2.4272
H -0.3477 -3.3338 -3.5395
H 1.4056 0.1050 4.0864
H 1.3131 1.9221 4.2353
H -2.2794 0.0044 -1.5901
H -1.1036 0.8369 -2.6115
H 1.7390 -0.1555 -0.3739
H 1.5579 0.7241 -1.7553
H -2.2307 2.3902 -1.4635
H -2.2508 1.8502 -0.0070
H -0.7590 -0.6943 -0.0478
H 1.7447 2.3658 -0.1326
H -0.5311 3.3086 0.3194

Cartesian forces (eV/Å) of the 6 atoms listed first:
N -0.9 -1.0 -0.8
N 2.3 -2.1 2.9
C 1.4 5.8 1.7
C -4.8 2.2 -3.0
C -0.1 -0.9 0.7
C 3.8 -0.4 0.1

=====

[5]
C15H29AlBCl4F4LiMgNO12S | ωB97M-V/def2-TZVPD

Total charge: +1
LUMO level, eV: -8.57
Kohn-Sham gap, eV: 1.1

Positions of all 70 atoms, in Å:
C -4.6273 2.1647 3.2802
C -3.6507 2.7377 2.2329
C -2.2934 3.1067 2.8976
C -1.0938 2.7067 2.0060
C 0.0958 2.1378 2.7871
C -0.2100 0.9117 3.6706
C -1.3437 0.0616 3.1214
O -1.2131 -1.2990 3.5683
S -1.9237 -2.1478 2.3726
O -3.2337 -1.5700 2.2590
O -2.1210 -3.7894 2.9730
O -2.0819 -4.5088 1.7008
C -3.2442 -4.5285 1.1859
N -4.3779 -4.3097 0.8917
H -4.4116 2.6116 4.2484
H -4.5016 1.0869 3.3541
H -5.6575 2.4112 3.0386
H -3.5036 2.0002 1.4440
H -4.0739 3.6399 1.7960
H -2.2384 2.5714 3.8417
H -2.2935 4.1821 3.0459
H -0.7949 3.6059 1.4672
H -1.4299 2.0132 1.2316
H 0.8527 1.8177 2.0405
H 0.5922 2.9133 3.3632
H 0.6745 0.2840 3.7821
H -0.4727 1.2444 4.6720
H -2.3005 0.4734 3.4146
H -1.2540 0.0427 2.0214
Li -0.1174 0.2317 0.8896
O 2.2211 -0.8217 -0.4760
Cl 3.4724 -1.4768 -0.3640
O 3.5135 -2.7021 -1.0537
O 3.9161 -1.5857 0.9804
O 4.4969 -0.5559 -1.0585
B -2.2939 -2.0760 7.0177
F -1.0314 -2.6709 6.7934
F -3.2256 -2.6240 6.1040
F -2.7115 -2.3173 8.3236
F -2.1911 -0.6763 6.7867
Mg 6.2377 0.0035 -0.9133
C -2.9342 -1.6173 -5.3720
O -3.4125 -1.3656 -4.0312
C -4.3901 -2.2197 -3.5908
O -4.8583 -3.1171 -4.1978
O -4.6707 -1.7813 -2.3626
C -5.6686 -2.4269 -1.6299
H -2.1747 -0.8665 -5.5810
H -2.4881 -2.6057 -5.4270
H -3.7470 -1.5188 -6.0866
H -5.4475 -3.4824 -1.4702
H -6.7013 -2.3051 -2.2240
H -5.7473 -1.9036 -0.6831
Cl -3.3301 -3.0360 -0.5001
Al -3.1780 0.7753 -3.2874
Cl -7.6131 -1.2163 -3.2617
Cl -1.8735 0.1200 -0.9544
C 9.6503 1.1974 -5.3105
C 9.2597 2.6707 -5.2006
C 8.0890 2.6220 -4.2339
O 8.3394 1.4998 -3.3570
C 9.4211 0.7032 -3.8930
H 10.6717 1.0387 -5.6476
H 8.9791 0.6851 -6.0022
H 10.0825 3.2407 -4.7661
H 8.9954 3.1257 -6.1520
H 7.1458 2.4440 -4.7573
H 7.9905 3.5298 -3.6398
H 10.3028 0.8630 -3.2669
H 9.1520 -0.3533 -3.8516

Cartesian forces (eV/Å) of the 6 atoms listed first:
C 0.3 0.4 -0.3
C 0.0 0.1 0.8
C -0.3 -0.8 -1.1
C -0.2 0.7 0.6
C 0.1 -0.6 -0.8
C 0.0 0.2 0.5

=====

[6]
C15H29BBrO26PS5 | ωB97M-V/def2-TZVPD

LUMO level, eV: -0.37
Kohn-Sham gap, eV: 9.2

Positions of all 78 atoms, in Å:
C 4.4827 -4.5420 -2.5829
P 2.9027 -4.3706 -1.5209
O 3.4600 -3.5582 -0.0828
C 1.6174 -3.3110 -2.4241
O 1.9872 -1.9531 -2.8694
C 0.6739 -1.3516 -3.0519
O 0.5272 -0.2995 -3.7115
O -0.3460 -2.1054 -2.3352
C 0.4772 -2.8243 -1.3648
Br 0.9565 -1.3599 -0.0902
C -0.1849 -3.9754 -0.4637
B -1.8074 -4.1045 -0.5910
O -2.5780 -3.7867 0.6073
O -2.4025 -4.5527 -1.8200
H 4.7146 -3.6158 -3.2102
H 5.3404 -4.6726 -1.8170
H 4.4343 -5.5174 -3.1715
H 2.8341 -3.8996 0.6060
H 1.1425 -3.9242 -3.2853
H 0.2522 -5.0284 -0.6685
H 0.0863 -3.7232 0.6324
H -1.9617 -4.0683 1.3316
H -1.6799 -4.8175 -2.4388
C -1.6274 2.9119 -0.7690
C -2.1564 1.4968 -0.9327
O -1.8737 0.8493 0.3102
S -1.9581 1.9409 1.5055
O -3.2525 1.8472 2.1111
O -0.7401 1.8792 2.2607
O -1.9272 3.2733 0.5809
H -0.5415 2.9450 -0.8972
H -2.0955 3.6098 -1.4640
H -1.6810 0.9679 -1.7593
H -3.2384 1.4946 -1.0756
C 2.5924 1.3888 4.1591
C 1.5655 2.4710 4.4533
O 1.7567 2.7974 5.8324
S 3.3260 2.6127 6.2070
O 3.9590 3.8954 6.1390
O 3.4175 1.7600 7.3548
O 3.7593 1.7643 4.8943
H 2.2565 0.4151 4.5274
H 2.8197 1.3146 3.0952
H 0.5441 2.1349 4.2745
H 1.7600 3.3710 3.8632
C 3.2116 2.5967 -6.1273
C 2.8164 1.1905 -5.7032
O 3.4772 0.3253 -6.6275
S 4.8816 1.0040 -7.0764
O 5.9295 0.4381 -6.2793
O 4.9286 1.0426 -8.5067
O 4.5795 2.5007 -6.5262
H 2.6274 2.9276 -6.9907
H 3.1007 3.3183 -5.3171
H 1.7383 1.0342 -5.7329
H 3.1888 0.9616 -4.7005
C -7.0058 0.2657 -3.4645
C -6.1459 0.1744 -4.7158
O -5.6298 1.4921 -4.9070
S -5.4245 2.1953 -3.4593
O -4.0488 2.0488 -3.0791
O -6.0957 3.4586 -3.4700
O -6.3030 1.1472 -2.5874
H -7.9799 0.7106 -3.6860
H -7.1507 -0.7064 -2.9918
H -6.7142 -0.1469 -5.5887
H -5.2992 -0.5016 -4.5644
C -0.1640 1.4117 7.5586
C 0.5912 0.9534 8.7967
O -0.3871 0.2958 9.6045
S -1.4831 -0.4115 8.6388
O -1.1299 -1.7932 8.4936
O -2.7874 0.0177 9.0444
O -1.0861 0.3587 7.2671
H -0.7378 2.3211 7.7600
H 0.5007 1.5832 6.7103
H 1.0437 1.7834 9.3391
H 1.3640 0.2233 8.5400

Cartesian forces (eV/Å) of the 6 atoms listed first:
C 0.6 0.7 0.7
P 0.9 -0.7 0.7
O -1.5 -0.9 -1.5
C 0.5 1.4 1.9
O -3.8 -0.3 -1.1
C 0.8 2.7 -1.6

=====

[7]
C15H29CeOS | ωB97M-V/def2-TZVPD

Total charge: +2
LUMO level (spin up / spin down), eV: -7.19 / -8.89
Multiplicity: 2
Kohn-Sham gap (spin up / spin down), eV: 8.2 / 6.5

Positions of all 47 atoms, in Å:
C -1.3964 -1.4379 -1.1829
H -1.5313 -2.4471 -0.7855
H -2.3787 -0.9477 -1.1793
H -0.8471 -1.3213 1.1647
C -0.8125 -1.4898 -2.5913
H -0.3186 -0.5408 -2.8339
H -0.0326 -2.2596 -2.6376
C -1.8838 -1.7858 -3.6544
H -1.4570 -1.7774 -4.6645
H -2.3392 -2.7687 -3.4872
H -2.6851 -1.0381 -3.6192
C 0.6393 1.7219 0.8789
C 0.3703 1.8480 -0.5427
C -1.0316 1.6968 -0.7355
C -1.6393 1.4262 0.5470
C -0.5967 1.4889 1.5490
C -0.8012 1.4051 3.0318
C -3.1126 1.3133 0.8009
C -1.7813 1.8545 -2.0212
C 1.3846 2.1964 -1.5908
C 1.9769 1.9196 1.5276
Ce -0.2506 -0.2625 0.1629
H -3.3148 0.7396 1.7090
H -3.5679 2.3059 0.9195
H -3.6201 0.8139 -0.0300
H -1.7313 0.8858 3.2751
H 0.0192 0.8709 3.5178
H -0.8532 2.4114 3.4690
H 2.7928 1.6436 0.8540
H 2.1186 2.9727 1.8062
H 2.0711 1.3185 2.4354
H 1.0292 1.9362 -2.5912
H 1.6015 3.2731 -1.5808
H 2.3273 1.6685 -1.4232
H -2.6260 1.1615 -2.0836
H -2.1847 2.8724 -2.1012
H -1.1363 1.6826 -2.8861
C 3.2270 -3.2021 0.5647
S 1.6799 -2.6764 1.3745
C 2.4711 -2.1380 2.9273
O 1.7248 -1.2667 0.7601
H 3.6221 -4.1009 1.0809
H 3.9949 -2.4001 0.5832
H 3.0087 -3.4720 -0.4889
H 3.3442 -1.4779 2.7365
H 1.7266 -1.5861 3.5383
H 2.7999 -3.0305 3.4965

Cartesian forces (eV/Å) of the 6 atoms listed first:
C -2.7 -2.6 -3.1
H 0.2 0.0 0.6
H 0.1 0.4 0.3
H -2.6 -3.8 4.1
C 0.7 0.1 0.2
H 0.0 0.1 -0.2

=====

[8]
C15H29N4O12P2S2 | ωB97M-V/def2-TZVPD

Total charge: +1
LUMO level, eV: -5.42
Kohn-Sham gap, eV: 6.0

Positions of all 64 atoms, in Å:
C 3.1395 -0.5416 -1.6454
C 2.4087 0.2543 -0.5591
O 2.0484 -0.3167 0.4207
O 2.1854 1.6349 -0.6365
C 1.6382 2.0380 -1.8729
O 2.3729 2.2543 -2.7733
C 0.0928 2.2186 -2.0198
C -0.5233 0.8297 -1.8645
C -0.8343 -0.0045 -3.0015
N -0.6299 0.4282 -4.3176
C -1.6463 0.9907 -4.7694
O -2.6075 1.4918 -5.1471
C -1.3728 -1.2970 -2.6282
P -1.8273 -2.4689 -4.0352
O -3.2460 -2.3029 -4.3078
O -1.5213 -3.9493 -3.4353
O -0.8740 -2.2935 -5.3253
N -1.6271 -1.7849 -1.4617
N -1.3756 -0.9965 -0.4357
P -1.7870 -1.6332 1.1997
S -3.6650 -1.2847 1.5290
C -0.8475 0.2124 -0.6232
N -0.5982 0.9649 0.5905
C -1.5312 1.7838 0.6944
S -2.3977 3.0764 0.7785
H 3.0627 -1.6111 -1.3844
H 4.2177 -0.3029 -1.6913
H 2.7247 -0.3957 -2.6595
H -0.2856 2.9133 -1.2470
H -0.1311 2.6407 -3.0116
H -0.5507 -3.9711 -3.2904
H -0.0190 -1.8835 -5.1201
H -1.6081 -3.0347 1.1642
H -1.0548 -0.9548 2.1970
C 1.0206 4.5301 1.8262
O 0.7164 3.4646 0.9235
H 0.1182 5.1153 1.9930
H 1.3655 4.1206 2.7760
H 1.7921 5.1723 1.3970
H 1.5266 2.9621 0.7921
C -1.3842 -6.4198 -0.9900
O -2.0564 -5.1643 -0.9939
H -0.7342 -6.4620 -0.1181
H -2.1092 -7.2344 -0.9360
H -0.7791 -6.5250 -1.8955
H -2.6238 -5.1467 -1.7702
C -1.6539 4.4076 4.5806
O -0.4093 3.7236 4.6842
H -1.7392 5.0978 5.4159
H -1.6885 4.9692 3.6426
H -2.4786 3.6918 4.6163
H -0.3544 3.1217 3.9361
C 2.7802 -4.3735 -2.6139
O 1.7539 -3.4682 -3.0368
H 2.7152 -5.2742 -3.2181
H 3.7614 -3.9161 -2.7542
H 2.6394 -4.6335 -1.5630
H 1.8281 -2.6798 -2.4924
C 0.6822 2.9082 8.0817
O 1.4912 3.5898 7.1333
H 1.1586 2.9804 9.0570
H -0.3086 3.3687 8.1315
H 0.5857 1.8539 7.8069
H 1.0542 3.5154 6.2784

Cartesian forces (eV/Å) of the 6 atoms listed first:
C 0.0 0.3 -0.6
C 0.5 -1.0 0.2
O -0.2 0.2 0.5
O -1.0 -0.8 -0.8
C 0.2 0.9 -0.6
O 0.0 0.0 -0.4